This record from the OMol25 dataset describes a cluster of 2 separate species, C3H11N2O in total at a distorted geometry. The level of theory is ωB97M-V/def2-TZVPD.

The geometry in XYZ format:
```
17
Properties=species:S:1:pos:R:3:nbo_charge:R:1
C -0.763 -1.435 -1.020 -0.689
C -0.452 -0.124 -0.406 0.093
C -0.674 1.001 -1.120 0.017
N -0.505 1.004 -2.514 -0.888
N 0.035 -0.249 1.028 -0.682
H -0.107 -2.235 -0.665 0.220
H -1.812 -1.684 -0.754 0.243
H -0.752 -1.445 -2.121 0.286
H -0.885 2.078 -0.745 0.211
H -1.325 0.848 -3.075 0.398
H 0.192 1.615 -2.915 0.410
H -0.067 0.656 1.499 0.466
H -0.520 -0.996 1.454 0.445
H 1.008 -0.548 0.879 0.466
H 2.903 0.724 3.259 0.492
H 1.733 0.374 4.074 0.486
O 1.991 0.415 3.142 -0.975
```

Summary:
**Net charge**: +1
**Electronic energy**: -8309.20684 eV
**Molecular weight**: 91.1 g mol⁻¹
**Relative energy (zero: lowest compared OMol25 entry of this formula, charge and spin)**: 249.45 kJ/mol
**Orbital gap**: 9.73 eV